# C29H72F6NO31PtS11

A molecular structure, C29H72F6NO31PtS11 (the ωB97M-V functional and the def2-TZVPD basis, the Open Molecules 2025 dataset).

Each line ends with the Löwdin spin population.
Element x y z (Å)
Pt -13.508 23.617 6.613  1.5808
C -9.402 22.955 6.491  0.0014
F -9.748 24.240 6.559  0.0004
F -8.223 22.837 5.931  0.0004
F -9.325 22.519 7.751  -0.0002
S -10.788 22.028 5.595  0.0069
O -11.149 22.964 4.561  0.0013
O -10.349 20.771 5.084  0.0087
N -12.050 22.115 6.713  0.1077
S -12.066 20.712 7.504  0.0087
O -13.198 19.907 7.148  0.0014
O -10.788 20.078 7.649  0.0216
C -12.452 21.215 9.286  -0.0001
F -12.577 20.121 10.011  -0.0001
F -11.420 21.911 9.771  -0.0001
F -13.580 21.917 9.346  0.0002
O -9.054 23.610 -1.437  0.0000
S -9.821 23.193 -0.309  0.0000
O -11.132 22.639 -0.510  0.0000
O -8.965 22.138 0.524  0.0000
C -9.598 21.546 1.685  0.0000
C -9.159 20.088 1.614  0.0000
C -9.982 24.506 0.893  0.0000
H -10.687 21.618 1.705  0.0000
H -9.266 22.108 2.556  0.0000
H -9.355 19.594 2.568  0.0000
H -8.116 20.057 1.313  0.0000
H -9.752 19.517 0.899  0.0000
H -10.454 24.115 1.792  0.0000
H -10.648 25.268 0.489  0.0000
H -9.006 24.945 1.091  0.0000
O -15.207 22.179 7.065  0.0399
S -16.431 21.441 7.263  0.0043
O -16.489 20.085 6.847  0.0037
O -16.680 21.481 8.844  -0.0001
C -17.808 20.752 9.327  0.0000
C -17.551 20.455 10.806  0.0000
C -17.826 22.396 6.634  0.0023
H -18.028 19.800 8.848  0.0000
H -18.717 21.362 9.334  0.0000
H -17.632 21.343 11.434  0.0000
H -16.519 20.113 10.916  0.0000
H -18.203 19.691 11.224  0.0000
H -17.736 23.333 7.189  0.0001
H -18.731 21.898 6.962  0.0002
H -17.625 22.605 5.588  0.0000
O -5.998 25.713 3.275  0.0000
S -6.071 24.291 3.412  0.0000
O -7.317 23.565 3.347  0.0000
O -5.086 23.569 2.363  0.0000
C -5.554 23.443 1.010  0.0000
C -5.363 24.734 0.191  0.0000
C -5.213 23.729 4.873  0.0000
H -6.596 23.147 0.971  0.0000
H -4.964 22.674 0.518  0.0000
H -6.002 24.735 -0.685  0.0000
H -4.303 24.791 -0.067  0.0000
H -5.504 25.587 0.855  0.0000
H -5.673 24.213 5.727  0.0000
H -4.158 23.903 4.688  0.0000
H -5.442 22.666 4.877  0.0000
O -12.018 27.124 7.954  0.0005
S -11.877 25.932 8.720  0.0066
O -12.283 24.662 8.158  0.0398
O -10.350 25.844 9.136  0.0052
C -9.989 24.906 10.190  0.0000
C -9.362 25.659 11.355  0.0001
C -12.755 26.235 10.258  0.0013
H -9.252 24.248 9.734  0.0000
H -10.848 24.307 10.487  0.0000
H -9.376 25.061 12.265  0.0000
H -9.978 26.523 11.614  0.0000
H -8.358 25.979 11.093  0.0000
H -12.618 25.419 10.962  0.0000
H -13.792 26.396 9.984  0.0001
H -12.232 27.110 10.638  0.0001
O -13.905 25.907 3.502  0.0002
S -12.772 26.111 4.340  0.0102
O -12.463 25.116 5.355  0.0596
O -11.470 26.204 3.442  0.0061
C -10.171 26.180 4.072  0.0001
C -9.362 27.331 3.491  0.0001
C -12.777 27.758 5.014  0.0017
H -9.673 25.220 3.914  0.0000
H -10.182 26.215 5.164  0.0000
H -8.451 27.466 4.074  0.0000
H -9.921 28.261 3.598  0.0000
H -9.126 27.136 2.448  0.0000
H -11.783 27.956 5.406  0.0000
H -13.613 27.931 5.682  0.0002
H -12.855 28.431 4.158  0.0002
O -17.509 16.768 4.991  0.0000
S -16.159 16.434 5.350  0.0000
O -15.799 15.835 6.591  0.0000
O -15.620 15.441 4.194  0.0000
C -16.122 15.677 2.867  0.0000
C -15.050 15.156 1.924  0.0000
C -15.073 17.863 5.031  0.0000
H -16.332 16.722 2.650  0.0000
H -17.015 15.067 2.731  0.0000
H -14.570 14.261 2.322  0.0000
H -14.232 15.866 1.776  0.0000
H -15.391 14.868 0.928  0.0000
H -15.636 18.481 4.337  0.0000
H -14.181 17.525 4.511  0.0000
H -14.850 18.351 5.972  0.0000
O -7.736 16.465 11.785  0.0000
S -8.570 17.620 11.768  0.0000
O -9.737 17.729 12.599  0.0000
O -7.606 18.853 12.123  0.0000
C -8.181 19.999 12.769  0.0000
C -9.104 20.851 11.934  0.0000
C -9.063 18.032 10.078  0.0001
H -7.342 20.634 13.060  0.0000
H -8.654 19.678 13.695  0.0000
H -9.285 21.821 12.394  0.0000
H -10.042 20.309 11.787  0.0000
H -8.724 21.030 10.923  0.0000
H -9.618 17.186 9.683  0.0000
H -8.180 18.281 9.497  0.0000
H -9.702 18.903 10.185  0.0001
O -14.238 23.106 4.612  0.0607
S -14.540 22.218 3.504  0.0089
O -14.385 20.811 3.612  -0.0003
O -16.052 22.506 3.085  0.0043
C -16.502 23.851 2.855  0.0000
C -17.914 23.709 2.308  0.0001
C -13.645 22.724 2.052  0.0037
H -15.905 24.346 2.083  0.0000
H -16.409 24.485 3.739  -0.0001
H -18.487 23.164 3.062  0.0000
H -17.880 23.175 1.362  0.0000
H -18.424 24.661 2.169  0.0000
H -14.101 22.290 1.167  0.0004
H -12.608 22.476 2.265  0.0001
H -13.750 23.802 1.918  0.0000
O -6.330 16.577 4.384  0.0000
S -5.909 17.019 3.087  0.0000
O -6.529 16.563 1.889  0.0000
O -6.047 18.632 3.108  0.0000
C -5.800 19.305 4.341  0.0000
C -7.119 19.596 5.057  0.0000
C -4.104 16.866 2.957  0.0000
H -5.453 20.299 4.058  0.0000
H -5.138 18.784 5.030  0.0000
H -7.798 20.212 4.465  0.0000
H -6.911 20.059 6.027  0.0000
H -7.759 18.750 5.319  0.0000
H -3.816 17.018 1.922  0.0000
H -3.913 15.835 3.246  0.0000
H -3.648 17.594 3.619  0.0000

As for the expectation value of S²: 2.0029. Its multiplicity is 3. Its charge is +1. Its largest force on an atom is 3.91 eV/A. Its HOMO energy (alpha / beta) is -12.2 / -12.2 eV.

---

# C29H74F2N10O19S2

12 unconnected molecules or ions with the total composition C29H74F2N10O19S2 (the ωB97M-V functional and the def2-TZVPD basis, the Open Molecules 2025 dataset).

Each line ends with the Mulliken charge.
Element x y z (Å)
N -1.347 -1.269 0.271  -1.1560
S 0.018 -1.386 -0.438  0.3875
O 1.129 -1.811 0.370  0.0392
O 0.298 -0.428 -1.474  0.0137
F -0.279 -2.682 -1.318  -0.4861
S -0.897 0.049 1.354  0.2202
O -0.330 1.218 0.766  -0.2659
O -0.417 -0.395 2.639  -0.3977
F -2.460 0.253 1.639  -0.2852
C -1.606 3.281 -7.407  -1.1776
C -0.685 3.073 -6.259  0.6038
O 0.140 3.827 -5.895  -0.3106
N -0.916 1.784 -5.430  -0.0688
H -1.930 1.700 -5.367  0.4223
H -0.636 1.115 -6.154  0.3752
C -0.031 1.622 -4.210  -0.6730
H -1.649 4.357 -7.580  0.3624
H -2.644 3.014 -7.189  0.3621
H -1.335 2.847 -8.371  0.3514
H 0.952 1.397 -4.616  0.4332
H -0.386 0.763 -3.645  0.1096
H -0.072 2.566 -3.669  0.1829
C 4.804 1.509 1.974  -1.2289
C 3.698 1.136 1.074  0.2279
O 2.602 0.884 1.480  -0.0904
N 3.986 1.020 -0.382  0.3455
H 4.913 1.312 -0.694  0.4857
H 3.826 0.028 -0.661  0.1924
C 2.995 1.850 -1.234  -0.9129
H 4.463 1.565 3.007  0.2179
H 5.100 2.548 1.797  0.4067
H 5.647 0.817 1.985  0.4354
H 2.004 1.692 -0.819  0.2648
H 3.129 1.399 -2.214  0.4627
H 3.283 2.896 -1.177  0.3533
C 2.759 6.035 4.454  -1.4686
C 2.791 4.817 3.608  0.6202
O 2.961 3.697 3.981  -0.3001
N 2.442 5.066 2.157  0.0298
H 2.200 6.061 2.111  0.4304
H 3.255 4.989 1.542  0.3631
C 1.256 4.170 1.826  -0.9193
H 1.792 6.534 4.548  0.3969
H 3.415 6.835 4.083  0.4559
H 3.248 5.820 5.403  0.3831
H 0.431 4.406 2.493  0.3215
H 1.590 3.153 2.010  0.0275
H 1.006 4.366 0.784  0.6631
C 4.585 -2.223 2.410  -0.5234
C 3.762 -3.267 1.712  0.7133
O 3.097 -4.112 2.208  -0.4851
N 3.914 -3.314 0.217  0.5856
H 3.273 -4.033 -0.104  0.3790
H 3.743 -2.370 -0.161  -0.2239
C 5.303 -3.756 -0.190  -0.9098
H 5.311 -1.710 1.784  0.2188
H 5.067 -2.657 3.286  0.5116
H 3.888 -1.490 2.828  -0.2206
H 6.134 -3.255 0.294  0.3712
H 5.395 -3.703 -1.275  0.3237
H 5.296 -4.831 -0.006  0.4717
C 1.452 0.744 4.814  -0.0139
C 0.573 0.399 5.984  0.0184
O 0.902 0.263 7.105  -0.3589
N -0.857 -0.092 5.663  0.0252
H -1.538 0.243 6.348  0.4372
H -1.084 0.435 4.817  0.2630
C -0.958 -1.593 5.481  -0.8123
H 2.422 1.105 5.144  0.4766
H 1.052 1.417 4.058  0.0015
H 1.598 -0.224 4.323  0.0070
H -1.000 -1.968 6.504  0.4675
H -0.127 -2.061 4.967  0.1931
H -1.932 -1.828 5.061  0.4040
C -4.948 -1.633 -3.056  -1.3283
C -3.575 -1.201 -2.731  0.5399
O -2.570 -1.414 -3.311  -0.3072
N -3.520 -0.489 -1.344  0.5880
H -4.289 -0.883 -0.804  0.5710
H -2.674 -0.731 -0.757  -0.0505
C -3.678 1.033 -1.563  -0.6780
H -5.525 -0.796 -3.466  0.3842
H -5.535 -1.971 -2.202  0.4079
H -4.917 -2.358 -3.869  0.4124
H -2.782 1.384 -2.064  0.1850
H -3.863 1.463 -0.586  0.2820
H -4.557 1.169 -2.191  0.4107
C -5.955 2.825 4.539  -0.9372
C -6.502 3.663 3.432  0.4318
O -7.649 3.822 3.214  -0.3412
N -5.512 4.448 2.640  -0.0949
H -5.979 5.343 2.432  0.3935
H -4.685 4.853 3.086  0.4140
C -5.148 3.754 1.324  -0.8864
H -6.587 2.921 5.421  0.3704
H -4.930 3.026 4.854  0.3266
H -5.972 1.785 4.199  0.2553
H -4.304 4.291 0.893  0.4652
H -6.034 3.913 0.712  0.3631
H -4.979 2.704 1.536  0.2175
C 0.278 -3.582 -5.132  -0.4386
C 0.963 -4.894 -5.273  0.3717
O 0.868 -5.651 -6.169  -0.3663
N 1.992 -5.215 -4.175  0.2160
H 2.371 -4.331 -3.777  0.2165
H 1.384 -5.524 -3.412  0.3841
C 2.975 -6.304 -4.605  -0.7590
H 0.014 -3.388 -4.093  -0.0493
H -0.572 -3.447 -5.795  0.4357
H 1.047 -2.883 -5.475  0.2005
H 3.687 -6.493 -3.807  0.3175
H 3.441 -5.900 -5.499  0.3627
H 2.397 -7.193 -4.838  0.3739
C -0.499 -4.248 2.274  -0.0410
C -1.950 -3.971 2.563  0.3619
O -2.412 -3.963 3.648  -0.4379
N -2.809 -3.444 1.398  0.4420
H -3.592 -2.964 1.844  0.5100
H -2.230 -2.669 0.985  -0.1264
C -3.181 -4.528 0.394  -0.6958
H 0.020 -3.661 3.030  -0.0634
H -0.231 -3.938 1.264  -0.1904
H -0.123 -5.268 2.363  0.5631
H -2.267 -4.893 -0.069  0.3392
H -3.783 -3.996 -0.339  0.2925
H -3.715 -5.380 0.807  0.3798
O 2.873 -0.453 -3.723  -0.4712
C 3.056 -1.551 -2.931  0.2157
O 2.954 -2.660 -3.505  -0.9391
O 3.261 -1.412 -1.690  -0.7669
H 2.436 -0.907 -4.461  0.2469
O -0.168 3.300 -1.241  -0.4385
C -1.375 3.925 -1.472  0.6187
O -1.335 4.745 -2.396  -0.6963
O -2.428 3.592 -0.837  -0.6071
H -0.460 2.609 -0.622  0.3169

Its multiplicity is 1. Its charge is +6. Its largest force on an atom is 7.40 eV/A. Its HOMO energy is -19.1 eV.

---

# C29H75BClFGaO10S

A molecular structure, C29H75BClFGaO10S (the ωB97M-V functional and the def2-TZVPD basis, the Open Molecules 2025 dataset).

Each line ends with the Mulliken charge.
Element x y z (Å)
C -0.075 2.158 0.574  -1.2085
B -0.899 0.979 -0.094  0.8769
O -0.594 -0.267 0.492  -0.7045
Ga -2.343 1.009 -1.650  0.0227
C -3.983 -0.026 -0.972  -1.1788
C -1.687 0.007 -3.322  -0.9501
C -0.254 0.248 -3.784  -0.2655
C 0.115 1.734 -4.005  -0.6419
C 1.147 2.138 -2.956  0.2506
S 1.894 3.675 -3.377  1.1688
O 0.939 4.722 -3.403  -0.5279
O 2.786 3.511 -4.471  -0.6241
Cl 3.094 4.034 -1.731  -0.3250
C -3.083 2.871 -2.150  0.2956
C -2.155 4.075 -2.056  -0.7202
F -4.218 3.170 -1.289  -0.3904
H 0.003 3.065 -0.029  0.1742
H -0.561 2.442 1.514  0.3668
H 0.936 1.820 0.829  -0.0044
H -1.439 -0.675 0.715  0.1465
H -3.745 -1.065 -0.741  0.2698
H -4.747 0.010 -1.750  0.3267
H -4.364 0.485 -0.087  0.1683
H -1.793 -1.052 -3.070  0.4927
H -2.385 0.196 -4.143  0.4541
H 0.469 -0.180 -3.090  -0.1780
H -0.069 -0.271 -4.733  0.3539
H 0.548 1.870 -4.997  0.5686
H -0.766 2.371 -3.944  0.2504
H 1.954 1.413 -2.882  0.5196
H 0.699 2.257 -1.968  -0.6681
H -3.525 2.837 -3.151  0.2779
H -1.104 3.791 -2.012  -0.1091
H -2.256 4.768 -2.896  0.1894
H -2.396 4.640 -1.156  0.3875
C -1.240 -0.144 5.462  -1.2580
C -1.634 -1.049 4.303  0.3912
C -0.678 -2.223 4.155  -0.9975
O -1.710 -0.310 3.093  -0.2816
H -0.243 0.272 5.288  0.2209
H -1.940 0.687 5.552  0.3142
H -1.221 -0.692 6.406  0.4154
H -2.646 -1.424 4.468  0.2891
H 0.330 -1.853 3.941  0.2647
H -0.986 -2.862 3.328  0.2500
H -0.643 -2.830 5.060  0.2817
H -0.831 0.018 2.864  0.0779
C 2.514 -1.092 0.290  -0.6115
C 2.140 -2.075 -0.804  0.6058
C 3.021 -3.314 -0.776  -1.6886
O 2.204 -1.452 -2.090  -0.5592
H 3.542 -0.737 0.165  0.3973
H 1.851 -0.231 0.265  -0.4347
H 2.431 -1.560 1.274  0.4295
H 1.095 -2.364 -0.686  0.2170
H 4.069 -3.038 -0.937  0.3669
H 2.733 -4.006 -1.569  0.3721
H 2.951 -3.835 0.179  0.3797
H 3.115 -1.167 -2.223  0.3340
C 4.588 -7.246 -1.936  -1.2494
C 5.264 -6.659 -0.707  0.5699
C 6.511 -7.436 -0.316  -1.4045
O 4.350 -6.605 0.388  -0.5120
H 4.274 -8.276 -1.737  0.3325
H 3.702 -6.668 -2.195  0.2954
H 5.261 -7.256 -2.794  0.3647
H 5.528 -5.619 -0.907  0.2421
H 6.248 -8.469 -0.069  0.3538
H 6.979 -6.989 0.561  0.3394
H 7.238 -7.456 -1.129  0.3631
H 4.088 -7.509 0.589  0.3253
C -0.531 -6.372 6.531  -1.2876
C -1.531 -6.422 5.385  0.3766
C -1.601 -7.805 4.756  -1.2686
O -1.229 -5.434 4.407  -0.4495
H 0.473 -6.605 6.164  0.3288
H -0.505 -5.375 6.971  0.3076
H -0.784 -7.092 7.310  0.4016
H -2.520 -6.146 5.757  0.2384
H -0.627 -8.079 4.340  0.3339
H -2.329 -7.818 3.945  0.3175
H -1.882 -8.562 5.491  0.3743
H -0.360 -5.630 4.041  0.3212
C -0.832 5.598 -7.126  -1.2307
C -0.529 6.923 -6.441  0.4748
C 0.678 7.612 -7.065  -1.2642
O -0.345 6.736 -5.049  -0.4722
H 0.016 4.916 -7.013  0.2667
H -1.703 5.127 -6.670  0.2960
H -1.024 5.733 -8.193  0.3990
H -1.399 7.579 -6.524  0.2799
H 1.565 6.983 -6.953  0.3037
H 0.873 8.562 -6.565  0.3070
H 0.525 7.801 -8.129  0.3853
H 0.403 6.142 -4.905  0.3283
C 3.088 1.633 2.676  -0.8123
C 4.567 1.576 2.337  0.4863
C 5.326 2.754 2.928  -1.4524
O 4.753 1.515 0.923  -0.4782
H 2.649 2.544 2.261  0.2968
H 2.558 0.788 2.240  -0.0984
H 2.915 1.637 3.754  0.4665
H 4.998 0.645 2.711  0.3108
H 4.934 3.692 2.526  0.3309
H 6.385 2.694 2.674  0.3391
H 5.227 2.782 4.014  0.3796
H 4.342 2.296 0.534  0.2879
C -7.773 4.219 1.448  -1.1936
C -7.477 2.763 1.784  0.3618
C -6.161 2.625 2.534  -1.0594
O -7.473 1.968 0.607  -0.5480
H -6.985 4.618 0.803  0.2576
H -8.720 4.303 0.914  0.3123
H -7.822 4.834 2.349  0.3669
H -8.291 2.361 2.393  0.2851
H -5.339 2.981 1.907  0.1778
H -5.964 1.581 2.775  0.2927
H -6.166 3.205 3.459  0.4109
H -6.746 2.275 0.047  0.3501

Its multiplicity is 1. Its charge is -1. Its largest force on an atom is 0.87 eV/A. Its HOMO energy is -4.2 eV.